Entry 1:
Molecular formula: C17H15F3N2O4S
Method: DFT, wB97M-V/def2-TZVPD

Each line ends with the Löwdin charge.
Geometry (Å):
1 C 2.973 -0.688 1.686  0.16
2 C 2.062 -1.224 0.882  -0.10
3 N 1.260 -1.742 -0.234  0.03
4 C 0.044 -0.920 -0.523  -0.05
5 C -0.351 0.383 0.363  -0.16
6 C -0.445 1.792 -0.353  0.00
7 C -0.871 3.094 0.457  0.00
8 C -1.205 3.038 2.017  0.01
9 C -1.115 1.611 2.736  -0.05
10 C -0.687 0.329 1.913  -0.05
11 C -0.923 -1.286 -1.696  0.03
12 C -0.558 -2.522 -2.607  0.02
13 C 0.750 -3.326 -2.221  0.05
14 C 1.683 -2.930 -0.962  -0.09
15 N 2.802 -3.806 -0.783  -0.07
16 C 3.642 -3.808 0.412  -0.10
17 C 2.453 -5.283 -0.967  -0.35
18 C 1.274 -5.911 -0.016  0.00
19 O 3.053 -5.947 -1.866  0.07
20 H 3.636 0.052 2.292  0.10
21 H -0.242 1.869 -1.483  0.10
22 H -0.934 4.086 -0.137  0.08
23 H -1.504 4.012 2.575  0.11
24 H -1.399 1.594 3.866  0.10
25 H -0.632 -0.666 2.507  0.09
26 H -1.863 -0.651 -1.896  0.13
27 H -1.227 -2.814 -3.511  0.12
28 H 0.996 -4.216 -2.928  0.12
29 H 4.267 -4.795 0.448  0.13
30 H 3.025 -3.780 1.402  0.11
31 H 4.441 -2.956 0.455  0.12
32 H 1.703 -6.400 0.944  0.10
33 H 0.524 -5.081 0.327  0.09
34 H 0.638 -6.700 -0.564  0.10
35 C -3.814 7.631 -0.694  -0.61
36 F -4.754 7.250 -1.601  0.09
37 F -2.958 8.448 -1.366  0.09
38 F -4.460 8.424 0.202  0.09
39 S -2.955 6.185 0.107  0.46
40 O -2.323 5.453 -0.993  -0.37
41 O -4.013 5.428 0.773  -0.35
42 O -1.992 6.772 1.038  -0.35

Computed properties:
**LUMO level**: -2.950 eV
**Spin multiplicity**: 1
**Kohn-Sham gap**: 0.179 Eh
**HOMO energy**: -7.818 eV
**Charge**: 0

---

Entry 2:
Molecular formula: C4H11NSi
Method: DFT, wB97M-V/def2-TZVPD

Each line ends with the Löwdin charge.
Geometry (Å):
1 H -1.780 -0.762 -1.029  0.06
2 N -2.647 -0.798 -0.441  0.08
3 C -2.745 0.289 0.104  -0.35
4 C -1.766 1.440 0.015  -0.10
5 H -3.363 0.361 1.020  0.10
6 H -2.220 2.389 -0.034  0.04
7 H -1.214 1.329 -0.889  0.03
8 H -0.933 1.552 0.843  0.11
9 C 1.877 1.116 -0.451  -0.26
10 Si 2.118 -0.408 0.385  0.68
11 C 1.555 -2.167 0.060  -0.27
12 H 1.277 1.239 -1.270  -0.09
13 H 2.445 1.966 -0.049  -0.03
14 H 2.671 -0.093 1.635  -0.09
15 H 1.184 -2.155 -0.980  0.03
16 H 2.508 -2.755 0.134  0.03
17 H 1.032 -2.541 0.947  0.02

Computed properties:
**LUMO level**: 0.698 eV
**Spin multiplicity**: 1
**Kohn-Sham gap**: 0.329 Eh
**HOMO energy**: -8.260 eV
**Charge**: 0

---

Entry 3:
Molecular formula: C7H9O5S
Method: DFT, wB97M-V/def2-TZVPD

Each line ends with the Löwdin charge.
Geometry (Å):
1 C 0.412 -1.312 0.308  -0.44
2 C 2.550 -0.592 1.793  -0.06
3 C 2.364 0.424 -0.277  -0.09
4 C 1.666 -0.684 0.503  -0.27
5 C 2.097 0.657 1.154  0.00
6 C -2.243 -0.246 -1.753  -0.04
7 C -1.423 -1.490 -1.469  -0.17
8 O -1.441 2.862 2.846  -0.41
9 O -0.100 -2.097 1.087  0.07
10 O -0.700 4.113 0.666  -0.43
11 O -2.064 2.115 0.620  -0.41
12 O -0.112 -1.008 -0.942  -0.05
13 S -1.162 2.918 1.406  0.52
14 H 1.998 -1.075 2.651  0.12
15 H 3.492 -1.051 1.520  0.08
16 H 3.303 0.099 -0.653  0.07
17 H 1.705 0.852 -1.124  0.14
18 H -2.116 0.396 -0.972  0.02
19 H -1.938 0.084 -2.682  0.06
20 H -3.209 -0.639 -1.664  0.07
21 H -1.343 -2.072 -2.349  0.09
22 H -1.735 -2.254 -0.670  0.13

Computed properties:
**LUMO level (spin up / spin down)**: 1.597 / 3.386 eV
**Spin multiplicity**: 1
**Kohn-Sham gap (spin up / spin down)**: 0.171 / 0.341 Eh
**HOMO energy (spin up / spin down)**: -3.066 / -5.885 eV
**Charge**: -1

---

Entry 4:
Molecular formula: C5H9N
Method: DFT, wB97M-V/def2-TZVPD

Each line ends with the Löwdin charge.
Geometry (Å):
1 C 0.417 1.951 0.068  -0.01
2 C 0.178 0.742 0.514  -0.24
3 C 0.487 -0.672 -0.743  -0.33
4 C -0.304 0.294 1.838  -0.10
5 C -0.786 -1.205 -1.272  -0.07
6 N 1.683 -0.938 -0.924  0.11
7 H 0.244 2.824 0.680  0.06
8 H 0.800 2.132 -0.920  0.05
9 H -0.760 -0.694 1.793  0.07
10 H 0.537 0.245 2.528  0.08
11 H -1.034 1.001 2.237  0.08
12 H -1.248 -0.451 -1.909  0.08
13 H -0.624 -2.115 -1.854  0.08
14 H -1.477 -1.417 -0.458  0.07
15 H 1.886 -1.697 -1.580  0.06

Computed properties:
**LUMO level**: 1.006 eV
**Spin multiplicity**: 1
**Kohn-Sham gap**: 0.364 Eh
**HOMO energy**: -8.896 eV
**Charge**: 0

---

Entry 5:
Molecular formula: C4H7NO2
Method: DFT, wB97M-V/def2-TZVPD

Each line ends with the Löwdin charge.
Geometry (Å):
1 C -0.892 -1.117 0.573  -0.10
2 C -0.487 -0.003 -0.387  -0.29
3 C -1.220 1.317 -0.158  -0.22
4 O -2.225 1.433 0.493  0.08
5 C 0.930 0.106 0.139  -0.51
6 O 1.130 0.255 1.369  0.01
7 N 1.971 -0.082 -0.654  0.22
8 H 0.057 -0.496 1.613  0.19
9 H -1.886 -0.965 0.976  0.03
10 H -0.861 -2.092 0.030  0.06
11 H -0.497 -0.175 -1.483  0.14
12 H -0.760 2.201 -0.652  0.13
13 H 1.884 -0.120 -1.652  0.12
14 H 2.857 -0.262 -0.207  0.13

Computed properties:
**LUMO level**: 0.463 eV
**Spin multiplicity**: 1
**Kohn-Sham gap**: 0.326 Eh
**HOMO energy**: -8.404 eV
**Charge**: 0

---

Entry 6:
Molecular formula: C5H8N2O6S
Method: DFT, wB97M-V/def2-TZVPD

Each line ends with the Löwdin charge.
Geometry (Å):
1 C -2.539 -1.961 -0.476  0.01
2 C -1.569 -0.898 -0.947  -0.53
3 O -0.406 -1.082 -1.264  0.09
4 O -2.187 0.312 -1.165  -0.11
5 S -1.175 1.684 -1.119  0.70
6 O -0.374 1.735 -2.294  -0.24
7 O -2.116 2.739 -0.939  -0.23
8 N -0.288 1.309 0.230  0.02
9 C 0.953 1.031 0.153  -0.38
10 O 1.696 1.043 -0.930  0.11
11 C 1.678 0.429 1.465  -0.26
12 N 3.064 0.345 1.407  0.06
13 C 1.030 -0.990 1.393  -0.24
14 O -0.041 -1.182 1.813  0.10
15 H -2.139 -2.995 -0.402  0.10
16 H -3.488 -1.934 -1.197  0.14
17 H -2.986 -1.665 0.485  0.09
18 H 1.135 1.330 -1.709  0.10
19 H 1.247 0.972 2.320  0.16
20 H 3.522 0.960 2.016  0.06
21 H 3.384 0.534 0.412  0.12
22 H 1.597 -1.715 0.748  0.15

Computed properties:
**LUMO level**: 0.170 eV
**Spin multiplicity**: 1
**Kohn-Sham gap**: 0.358 Eh
**HOMO energy**: -9.585 eV
**Charge**: 0

---

Entry 7:
Molecular formula: C5H13NS
Method: DFT, wB97M-V/def2-TZVPD

Each line ends with the Löwdin charge.
Geometry (Å):
1 C -1.651 2.045 -0.929  -0.15
2 N -0.972 0.963 -0.144  -0.17
3 C -0.543 -0.157 -0.983  -0.37
4 C -0.116 -1.344 -0.218  -0.27
5 C 0.240 -1.161 1.289  -0.27
6 C 1.594 -0.402 1.469  -0.51
7 S 2.368 0.261 -0.093  0.71
8 H -1.280 2.061 -2.068  0.09
9 H -1.541 3.050 -0.302  0.11
10 H -2.695 1.582 -1.102  0.08
11 H -0.073 1.362 0.235  0.08
12 H 0.223 0.264 -1.674  0.08
13 H -1.410 -0.454 -1.534  0.10
14 H -1.099 -1.949 -0.062  0.13
15 H 0.608 -1.961 -0.856  0.13
16 H 0.108 -2.192 1.656  0.11
17 H -0.434 -0.427 1.726  0.08
18 H 1.218 0.290 2.285  0.09
19 H 2.353 -1.093 1.947  0.07
20 H 3.100 -0.739 -0.642  -0.13

Computed properties:
**LUMO level**: 0.718 eV
**Spin multiplicity**: 1
**Kohn-Sham gap**: 0.345 Eh
**HOMO energy**: -8.663 eV
**Charge**: 0

---

Entry 8:
Molecular formula: CH3N3O2S
Method: DFT, wB97M-V/def2-TZVPD

Each line ends with the Löwdin charge.
Geometry (Å):
1 C -0.481 -0.222 -1.141  -0.26
2 N 0.976 -0.026 -1.245  -0.04
3 N 1.807 0.229 -0.474  0.14
4 N -0.846 0.082 0.204  -0.13
5 O 0.316 1.100 2.328  -0.41
6 O 0.586 -1.434 1.942  -0.37
7 S 0.589 -0.079 1.486  0.77
8 H -0.792 0.583 -1.837  0.13
9 H -0.830 -1.166 -1.529  0.12
10 H -1.324 0.931 0.267  0.05

Computed properties:
**LUMO level (spin up / spin down)**: -0.930 / -0.931 eV
**Spin multiplicity**: 1
**Kohn-Sham gap (spin up / spin down)**: 0.308 / 0.308 Eh
**HOMO energy (spin up / spin down)**: -9.314 / -9.314 eV
**Charge**: 0